No. 1
C5H10FI2NP | ωB97M-V with the def2-TZVPD basis set

Results
* total charge: -1
* LUMO level: 0.094 hartree

Each line ends with the natural charge from an NBO analysis.
Atoms and positions in Å:
1 I -1.3129 2.8386 2.4045  0.000
2 I 2.0398 1.6626 1.6936  0.123
3 P 0.3908 1.1550 -0.9362  0.559
4 F 2.2164 -1.3601 1.1539  -0.924
5 N 0.0464 -2.1431 -1.8643  -0.670
6 C 1.0589 -1.5911 -1.3273  0.143
7 C -0.9417 0.8480 1.6258  -0.294
8 C 0.3674 0.6545 0.8530  -0.708
9 C 1.5013 -0.1698 -1.5993  -0.782
10 C -2.1886 0.4270 0.8534  -0.642
11 H -0.8717 0.2366 2.5260  0.224
12 H 1.5134 -0.0303 -2.6895  0.220
13 H -2.0617 -0.6024 0.5002  0.229
14 H -0.4253 -1.4813 -2.4898  0.298
15 H 2.5077 0.0164 -1.2195  0.265
16 H -3.0666 0.4688 1.5007  0.214
17 H 1.6516 -2.1290 -0.5841  0.256
18 H 0.7287 -0.3818 1.0020  0.352
19 H -2.3724 1.0792 -0.0018  0.212
20 H -0.7816 0.5024 -1.4013  -0.074



No. 2
C5H10FN | ωB97M-V with the def2-TZVPD basis set

Results
* relative energy (zero: lowest compared OMol25 entry of this formula, charge and spin): 161.9 kcal per mole
* LUMO level: -0.014 hartree

Each line ends with the natural charge from an NBO analysis.
Atoms and positions in Å:
1 F -1.4534 0.0775 -2.5489  -0.303
2 N -0.0858 0.4998 -2.2762  -0.195
3 C 1.1536 -1.4560 0.7583  -0.599
4 C -0.5256 2.1485 1.1281  0.157
5 C -1.3239 1.4755 1.9097  -0.769
6 C 0.3960 0.2535 -0.9328  -0.246
7 C 0.2485 -1.1326 -0.5211  -0.417
8 H 1.4860 0.5358 -1.0123  0.219
9 H 1.1563 -0.5230 1.2041  0.206
10 H 2.0832 -1.7176 0.2640  0.209
11 H -0.7757 -1.4013 -0.1597  0.206
12 H -0.3383 1.4291 -2.3981  0.346
13 H -1.2538 2.0045 2.8758  0.297
14 H 0.0851 1.1116 -0.1849  0.179
15 H 0.7459 -2.2506 1.3670  0.212
16 H -2.0424 0.6745 1.9512  0.277
17 H 0.4443 -1.7290 -1.4242  0.222



No. 3
C5H10IN2 | ωB97M-V with the def2-TZVPD basis set

Results
* relative energy (zero: lowest compared OMol25 entry of this formula, charge and spin): 42.0 kcal per mole
* total charge: +1
* LUMO level: -0.178 hartree

Each line ends with the natural charge from an NBO analysis.
Atoms and positions in Å:
1 I 1.5567 1.3096 3.5804  -0.096
2 N -1.3325 -1.1996 -1.3292  -0.449
3 N -1.1047 1.7914 -2.5865  -0.212
4 C 0.4514 0.0203 -0.2080  -0.724
5 C -2.2730 -0.0786 -1.2589  -0.357
6 C -1.6666 0.9577 -2.0581  0.207
7 C -0.0543 -1.0758 -1.0896  0.556
8 C 0.8705 -2.0958 -1.4812  -0.723
9 H -2.4073 0.3068 -0.2255  0.279
10 H 0.4253 -2.8803 -2.0650  0.248
11 H -0.3674 0.6218 0.1794  0.246
12 H 1.2873 2.7957 3.3380  0.102
13 H -1.6163 -2.0363 -1.7166  0.430
14 H 1.3043 -2.5460 -0.5911  0.285
15 H 1.4504 -1.7480 -2.2931  0.298
16 H -3.3935 -0.2751 -1.6816  0.312
17 H 1.2195 -0.3022 0.5560  0.305
18 H 1.1020 0.6117 -0.8167  0.294



No. 4
C5H10INO2S | ωB97M-V with the def2-TZVPD basis set

Results
* relative energy (zero: lowest compared OMol25 entry of this formula, charge and spin): 107.0 kcal per mole
* LUMO level (spin up / spin down): -0.038 / -0.035 hartree

Each line ends with the natural charge from an NBO analysis.
Atoms and positions in Å:
1 I 4.8408 0.0188 0.1956  0.311
2 S 1.8255 -0.8220 -0.0041  2.076
3 O 2.1010 -1.4366 -1.2707  -0.936
4 O 2.3024 -1.4883 1.1705  -0.932
5 N 2.3876 2.2301 -0.2850  -0.561
6 C 2.9102 0.6444 -0.1637  -0.305
7 C -0.4352 -0.0550 -1.1967  -0.651
8 C -0.0006 -0.4614 0.2092  -0.149
9 C -0.6190 -1.8530 0.6059  -0.619
10 C -0.1776 0.7022 1.2112  -0.623
11 H 0.7858 1.1051 1.4446  0.236
12 H -1.4646 0.0837 -1.2026  0.216
13 H -0.6084 0.3792 2.0499  0.211
14 H -0.1605 -0.9609 -1.6756  0.227
15 H 0.0817 0.7281 -1.7738  0.243
16 H -1.6030 -1.5981 0.9026  0.224
17 H 3.0252 2.9894 -0.1529  0.340
18 H -0.2102 -2.1075 1.5252  0.234
19 H -0.6650 1.4675 0.5754  0.230
20 H -0.4605 -2.4935 -0.2190  0.230



No. 5
C5H10MgO3Sr | ωB97M-V with the def2-TZVPD basis set

Results
* LUMO level: -0.039 hartree

Each line ends with the natural charge from an NBO analysis.
Atoms and positions in Å:
1 Sr -2.6850 1.7920 2.0848  0.073
2 Mg 1.2616 -0.3998 0.4396  1.704
3 O 1.5250 0.5366 -1.2367  -1.048
4 O -0.4032 1.6636 2.2366  -0.879
5 O -0.4588 -1.0455 -0.4376  -0.672
6 C -1.5103 -1.8315 0.0871  -0.263
7 C 0.7575 1.9009 1.7652  0.354
8 C 0.4754 0.3144 -2.1250  -0.079
9 C 1.7840 0.9690 2.0771  -1.008
10 C -0.2977 -0.9722 -1.8571  -0.100
11 H 0.8018 0.2988 -3.1808  0.159
12 H 0.9098 2.8542 1.2288  0.179
13 H 2.8007 1.2914 1.8245  0.235
14 H -2.3490 -1.1782 0.3670  0.207
15 H -0.2432 1.1488 -1.9969  0.155
16 H 0.2432 -1.8683 -2.1997  0.168
17 H -1.1148 -2.3025 0.9946  0.185
18 H -1.2774 -0.9771 -2.3569  0.195
19 H -1.8427 -2.5431 -0.6835  0.190
20 H 1.6233 0.3486 2.9689  0.245



No. 6
C5H10MnO3 | ωB97M-V with the def2-TZVPD basis set

Results
* spin multiplicity: 6
* relative energy (zero: lowest compared OMol25 entry of this formula, charge and spin): 51.3 kcal per mole
* LUMO level (spin up / spin down): 0.008 / 0.003 hartree

Each line ends with the natural charge from an NBO analysis.
Atoms and positions in Å:
1 Mn 1.5304 0.3440 0.2715  1.274
2 O -0.3907 1.0047 -0.0715  -0.597
3 O 3.1667 0.9875 0.4631  -1.355
4 O 0.5615 -1.4230 0.1832  -0.605
5 C 1.1751 -2.6947 -0.0179  -0.254
6 C -1.3571 -0.0346 0.1573  -0.090
7 C -0.7921 2.2973 0.1888  0.090
8 C -0.7543 -1.3173 -0.3569  -0.091
9 C -0.0531 3.3369 -0.1754  -0.426
10 H -2.2795 0.1923 -0.3907  0.207
11 H 2.2044 -2.6205 0.3461  0.234
12 H -1.7050 2.3713 0.7820  0.185
13 H 1.1719 -2.9493 -1.0863  0.186
14 H -1.5683 -0.0976 1.2335  0.198
15 H -1.3660 -2.1677 -0.0249  0.201
16 H -0.3294 4.3285 0.1796  0.224
17 H 0.8495 3.2216 -0.7787  0.241
18 H -0.6951 -1.3209 -1.4557  0.195
19 H 0.6310 -3.4584 0.5528  0.183



No. 7
C5H10MnO5 | ωB97M-V with the def2-TZVPD basis set

Results
* spin multiplicity: 7
* relative energy (zero: lowest compared OMol25 entry of this formula, charge and spin): 9.1 kcal per mole
* total charge: +1
* LUMO level (spin up / spin down): -0.237 / -0.242 hartree

Each line ends with the natural charge from an NBO analysis.
Atoms and positions in Å:
1 Mn 4.3949 -2.3433 -1.5012  1.656
2 O 0.6406 2.3763 1.5413  -0.684
3 O 3.7758 -0.7257 -0.6980  -0.800
4 O 1.6642 -0.7800 0.0915  -0.431
5 O 2.5897 -2.5614 -0.8449  -0.763
6 O -2.2709 -1.4987 -1.1490  -0.732
7 C 1.7718 0.6328 0.4340  -0.128
8 C 0.5165 1.0811 1.1011  0.056
9 C -2.9717 -0.5097 -0.3990  -0.101
10 C 2.6956 -1.3531 -0.4677  0.964
11 C -2.1984 0.7717 -0.4279  -0.520
12 H 0.1678 0.3943 1.8843  0.174
13 H 0.0257 2.5514 2.2858  0.500
14 H 1.9435 1.2034 -0.4877  0.211
15 H 2.6343 0.7441 1.1023  0.208
16 H -1.9016 1.0790 -1.4370  0.208
17 H -2.7561 -2.3286 -1.1314  0.473
18 H -0.8804 0.8718 0.2913  0.158
19 H -3.1181 -0.8500 0.6397  0.164
20 H -3.9746 -0.3653 -0.8388  0.178
21 H -2.7486 1.6097 0.0115  0.210



No. 8
C5H10N | ωB97M-V with the def2-TZVPD basis set

Results
* relative energy (zero: lowest compared OMol25 entry of this formula, charge and spin): 59.4 kcal per mole
* SMILES string: C[NH2+][C@@H]1C=C1C
* total charge: +1
* LUMO level: -0.119 hartree

Each line ends with the natural charge from an NBO analysis.
Atoms and positions in Å:
1 N -1.2098 -0.4964 0.3289  -0.546
2 C 0.1322 -0.6133 -0.6620  -0.098
3 C -2.1889 0.3916 -0.2315  -0.423
4 C 2.0768 1.1129 0.3285  -0.668
5 C 1.1942 -1.4384 -0.2010  -0.173
6 C 1.3747 -0.1276 -0.1287  0.110
7 H -1.6890 1.3352 -0.5638  0.239
8 H -0.8970 -0.0983 1.2926  0.426
9 H 1.6140 1.3380 1.3701  0.254
10 H -1.4386 -1.4374 0.4391  0.422
11 H 3.0832 0.7481 0.5784  0.258
12 H -2.6206 -0.1304 -1.0256  0.226
13 H 1.5701 -2.4762 -0.1104  0.272
14 H -2.9523 0.4897 0.6286  0.237
15 H -0.1977 -0.4617 -1.6148  0.203
16 H 2.1487 1.8641 -0.4284  0.261



No. 9
C5H10N | ωB97M-V with the def2-TZVPD basis set

Results
* relative energy (zero: lowest compared OMol25 entry of this formula, charge and spin): 34.4 kcal per mole
* SMILES string: C/C=C1/C[N@@H+]1C
* total charge: +1
* LUMO level: -0.120 hartree

Each line ends with the natural charge from an NBO analysis.
Atoms and positions in Å:
1 N -1.0220 -0.1463 0.4938  -0.360
2 C -1.5297 1.0155 -0.2306  -0.421
3 C 2.2435 0.3200 0.1569  -0.653
4 C 0.0940 -0.9200 -0.0087  0.089
5 C -1.2224 -1.5099 -0.0489  -0.221
6 C 1.3854 -0.8370 -0.1987  -0.082
7 H -1.7612 -1.5637 -0.9876  0.251
8 H -1.4970 -2.2805 0.6614  0.255
9 H 1.6893 1.1225 0.6355  0.216
10 H 3.0385 -0.0134 0.8222  0.256
11 H -1.1129 -0.0417 1.5056  0.444
12 H 1.8789 -1.6864 -0.6528  0.253
13 H -2.6035 1.1157 -0.0738  0.240
14 H -1.3322 0.8966 -1.2947  0.238
15 H 2.7258 0.7031 -0.7413  0.255
16 H -1.0335 1.9204 0.1177  0.241



No. 10
C5H10N | ωB97M-V with the def2-TZVPD basis set

Results
* relative energy (zero: lowest compared OMol25 entry of this formula, charge and spin): 134.1 kcal per mole
* total charge: +1
* LUMO level (spin up / spin down): -0.166 / -0.169 hartree

Each line ends with the natural charge from an NBO analysis.
Atoms and positions in Å:
1 N 2.7237 -0.1009 0.4835  -0.701
2 C -2.4479 0.9469 -0.1333  -0.653
3 C 1.8938 0.1169 -0.7057  -0.278
4 C -1.6055 -0.0826 0.5415  -0.165
5 C -0.4026 -0.6293 -0.0709  0.049
6 C -1.3174 -1.5034 -0.2067  -0.203
7 H 2.3997 0.4986 1.2534  0.450
8 H 3.7184 0.1189 0.3027  0.439
9 H -1.6887 -0.1129 1.6256  0.201
10 H 2.6685 -1.0860 0.7757  0.452
11 H 1.7152 1.1485 -0.9513  0.222
12 H -1.7585 -2.4231 -0.5007  0.264
13 H -2.0263 1.9408 0.0257  0.233
14 H -3.4536 0.9533 0.2869  0.238
15 H 2.0881 -0.5543 -1.5219  0.224
16 H -2.5069 0.7686 -1.2046  0.227



No. 11
C5H10N | ωB97M-V with the def2-TZVPD basis set

Results
* relative energy (zero: lowest compared OMol25 entry of this formula, charge and spin): 74.2 kcal per mole
* SMILES string: C=[NH+]C(=C)CC
* total charge: +1
* LUMO level: -0.246 hartree

Each line ends with the natural charge from an NBO analysis.
Atoms and positions in Å:
1 N 0.7992 -1.0397 0.3996  -0.436
2 C 0.2498 0.2491 0.7766  0.142
3 C -0.8802 0.9472 0.1222  -0.456
4 C -0.9943 0.4882 -1.3729  -0.617
5 C 0.2805 -1.9885 -0.3556  0.118
6 C 1.1180 0.9470 1.5541  -0.292
7 H 0.8262 1.9249 1.9244  0.246
8 H -0.0355 0.7527 -1.8059  0.215
9 H -1.7201 1.1370 -1.8382  0.253
10 H 1.4261 -1.3425 1.1382  0.439
11 H -1.8963 0.7454 0.5146  0.249
12 H 0.3937 -1.9207 -1.4364  0.255
13 H 2.1357 0.5443 1.5233  0.210
14 H -0.6710 2.0122 0.2398  0.250
15 H 0.3101 -2.9418 0.1580  0.214
16 H -1.3421 -0.5148 -1.5419  0.212



No. 12
C5H10N | ωB97M-V with the def2-TZVPD basis set

Results
* relative energy (zero: lowest compared OMol25 entry of this formula, charge and spin): 32.4 kcal per mole
* SMILES string: C=CCC(C)=[NH2+]
* total charge: +1
* LUMO level: -0.179 hartree

Each line ends with the natural charge from an NBO analysis.
Atoms and positions in Å:
1 N -1.0370 0.8401 -1.0787  -0.647
2 C 2.4577 0.6784 0.8169  -0.331
3 C 0.4497 -0.6370 0.0476  -0.553
4 C -2.0527 -0.3690 0.8092  -0.672
5 C -0.8381 0.0871 -0.0093  0.547
6 C 1.7750 0.1134 -0.1468  -0.220
7 H 0.6823 -1.2358 1.0338  0.268
8 H 3.4355 1.1794 0.6173  0.236
9 H 2.3135 0.5464 1.9444  0.222
10 H 1.8891 0.2081 -1.1997  0.204
11 H -2.0138 0.0626 1.8376  0.287
12 H -2.0677 1.0641 -1.4035  0.446
13 H -2.9627 -0.2861 0.3153  0.244
14 H -0.3530 1.1504 -1.7265  0.435
15 H -1.9067 -1.3362 1.0213  0.256
16 H 0.3328 -1.3988 -0.6897  0.277